Formula: C2H7NO3
Source: the OMol25 dataset
Level of theory: wB97M-V/def2-TZVPD

Properties
HOMO energy: -9.535 eV
Frontier orbital gap: 9.697 eV
Multiplicity: 1
Total energy: -360.855353 a.u.

```
13
Properties=species:S:1:pos:R:3:forces:R:3
H 1.055517 0.664228 -0.565605 -0.705 1.338 0.486
O 0.634798 1.777288 -0.995377 0.325 -1.465 -1.477
N 1.039048 -0.423829 0.119745 -0.295 -1.365 -0.490
H 0.745469 1.779378 -1.985106 -0.112 0.205 1.430
H 1.830815 -0.645253 0.674581 1.179 0.504 0.806
H 1.186615 -1.115656 -0.622944 -0.813 -0.045 0.047
C -0.159112 -0.759678 1.012536 -0.602 2.839 -1.697
H -0.193710 -1.833771 1.164106 -0.052 0.265 0.743
H -0.084710 0.005703 1.845388 0.065 -1.665 -0.367
C -1.509089 -0.332105 0.280938 -0.360 -0.789 -1.096
O -2.485090 -1.036433 0.432494 0.325 -0.263 0.868
O -1.546198 0.673116 -0.546752 1.908 0.599 0.211
H -0.514356 1.247013 -0.814003 -0.863 -0.158 0.536
```
Forces are in eV/Å.